Entry 1:
18
Properties=species:S:1:pos:R:3:forces:R:3 method="wB97M-V/def2-TZVPD" e_homo_ev=-12.7 e_lumo_ev=-3.5 charge=+1 relative_energy_kj_mol=415.3
C -0.667 -0.096 1.394 -0.3 1.9 0.9
C -0.477 -0.283 -1.413 3.4 -1.4 1.4
C -1.282 1.013 0.573 -3.1 0.0 -0.4
C -1.589 0.399 -0.814 -3.0 0.2 -0.3
C 1.059 -0.193 -0.056 -4.7 -3.1 -2.4
N 0.423 -0.669 1.150 1.7 0.3 -1.0
N 1.948 -1.358 -0.466 0.2 1.2 0.2
O -0.199 -0.947 -2.348 -0.5 0.4 0.0
O 1.543 0.995 -0.269 4.5 2.1 1.1
H -1.135 -0.424 2.301 -0.7 -0.1 0.3
H -2.312 1.364 0.979 1.8 -0.9 -0.3
H -0.810 1.942 0.324 1.2 0.2 0.7
H -2.094 1.057 -1.544 1.1 0.7 0.1
H -2.553 -0.178 -0.793 1.2 -0.8 0.4
H 2.915 -1.038 -0.483 0.3 -0.4 0.3
H 1.781 -1.783 -1.373 -0.7 0.2 -0.6
H 1.736 -2.025 0.266 0.5 -0.6 0.4
H 2.524 1.103 0.107 -2.8 0.1 -0.7

Entry 2:
18
Properties=species:S:1:pos:R:3:forces:R:3 method="wB97M-V/def2-TZVPD" e_homo_ev=-14.6 smiles="CN1[NH2+]C(=O)CCC1=O" e_lumo_ev=-4.1 charge=+1 relative_energy_kj_mol=410.0
C 0.027 -1.261 0.285 1.2 -0.3 -0.8
C 0.606 1.638 0.329 1.6 -0.9 -0.1
C 1.480 -0.742 0.533 -4.1 -0.8 3.9
C 1.425 0.616 1.175 -2.4 1.5 1.7
C -2.099 -0.564 -0.819 0.3 -2.3 2.7
N -0.118 0.794 -0.899 -1.6 1.9 -0.3
N -0.678 -0.394 -0.490 -1.7 -0.8 0.4
O -0.474 -2.298 0.611 0.6 -0.1 0.7
O 0.530 2.793 0.287 -0.4 0.2 0.2
H 1.821 -1.441 1.271 0.9 -0.4 0.0
H 2.063 -0.626 -0.261 2.5 -0.5 -3.7
H 2.447 0.958 1.414 -0.7 0.4 -0.1
H 0.761 0.647 2.142 1.5 -0.3 -1.3
H -2.176 -0.644 -1.815 -0.4 0.0 -3.9
H -2.464 -1.567 -0.462 0.7 1.1 0.0
H -2.794 0.152 -0.452 -0.1 1.1 0.7
H 0.690 0.693 -1.548 -1.0 0.0 -0.4
H -1.046 1.245 -1.302 3.1 0.1 0.4

Entry 3:
18
Properties=species:S:1:pos:R:3:forces:R:3 method="wB97M-V/def2-TZVPD" e_homo_ev="-15.1 / -15.1" smiles="C[N+]1=NC(=O)C(C)(C)S1" e_lumo_ev="-7.1 / -7.1" charge=+1 relative_energy_kj_mol=269.2
C -0.365 1.265 -0.032 -1.6 -1.8 -0.2
C -0.826 -0.220 -0.046 -0.2 0.2 0.0
C -1.723 -0.490 -1.247 0.0 0.0 -0.2
C -1.545 -0.517 1.274 0.1 0.0 0.1
C 3.052 0.192 0.008 1.7 0.0 0.1
N 1.008 1.390 0.027 4.3 -2.6 -0.1
N 1.631 0.197 -0.031 -3.8 4.4 0.2
O -1.133 2.172 -0.049 0.3 0.2 0.0
S 0.720 -1.181 -0.136 -0.2 -0.2 0.0
H -2.203 -1.461 -1.167 0.0 -0.1 0.0
H -1.173 -0.437 -2.185 0.0 0.0 -0.1
H -2.493 0.281 -1.260 0.0 0.0 0.0
H -1.663 -1.589 1.423 0.0 0.0 0.0
H -2.533 -0.064 1.230 0.0 0.1 0.0
H -1.016 -0.092 2.125 0.0 -0.1 0.1
H 3.402 -0.327 0.906 -0.2 0.0 0.0
H 3.406 1.223 0.017 -0.1 -0.2 0.0
H 3.453 -0.342 -0.858 -0.2 0.0 0.0

Entry 4:
17
Properties=species:S:1:pos:R:3:forces:R:3 method="wB97M-V/def2-TZVPD" e_homo_ev=-14.1 e_lumo_ev=-3.6 charge=+1 relative_energy_kj_mol=185.5
C 2.011 -1.148 -0.203 0.8 0.0 -0.1
C 2.798 -0.050 -0.239 -0.2 -0.1 0.0
C 0.474 0.445 0.150 -3.5 2.2 1.5
C -2.125 1.073 -0.509 -0.2 0.0 -0.2
C -1.193 1.286 0.640 3.3 -2.0 -1.4
N 0.694 -0.850 0.036 0.4 1.1 0.1
N -0.288 -1.800 0.045 -0.8 -0.6 -0.4
S 1.878 1.376 0.012 -0.2 -0.8 0.0
H 2.322 -2.168 -0.326 0.0 -0.2 0.0
H 3.859 -0.011 -0.388 0.2 -0.1 -0.1
H -1.754 1.555 -1.409 0.0 0.0 -0.1
H -3.087 1.519 -0.261 -0.1 0.0 0.0
H -2.294 0.020 -0.726 0.0 0.0 0.0
H -1.456 0.784 1.563 0.0 0.0 0.1
H -0.874 2.308 0.790 0.1 0.1 0.1
H 0.073 -2.741 0.132 0.1 0.2 0.1
H -1.038 -1.599 0.693 0.2 0.1 0.1

E for every record listed, in sequence, given in a.u.: -455.568557, -455.570566, -778.526323, -703.301452.